Molecular formula: C23H41BF13Li2MgN5NaO7PS2
Method: DFT, ωB97M-V/def2-TZVPD

Geometry as XYZ:
```
97
Properties=species:S:1:pos:R:3:forces:R:3
C -4.878 1.545 0.971 0.4 -0.8 0.1
C -4.918 0.612 -0.236 0.0 0.9 -0.6
C -3.695 0.850 -1.163 -0.8 -0.4 0.4
C -3.048 -0.456 -1.636 -0.9 1.0 0.1
N -1.614 -0.253 -1.929 -0.1 -1.1 -0.4
C -1.233 -0.823 -3.240 -0.3 0.1 -0.1
C -1.638 0.149 -4.332 -0.2 0.5 0.5
C -1.133 1.573 -4.044 0.2 0.0 -1.1
C 0.393 1.646 -3.904 -1.0 0.4 -0.2
C 0.893 2.927 -3.340 0.8 -1.3 -0.6
N 2.191 3.063 -3.041 -0.7 0.6 1.0
C 2.304 4.345 -2.617 1.1 -1.4 -0.1
N 3.485 4.888 -2.241 -0.6 0.8 -0.1
N 1.120 4.935 -2.634 0.0 1.1 -0.6
N 0.215 4.041 -3.098 0.7 -0.4 -1.3
C -0.779 -0.815 -0.954 0.4 -0.2 1.1
S -0.718 -2.389 -0.451 0.2 0.3 0.2
S 0.330 0.411 -0.322 0.3 -0.1 -0.6
C 1.414 -0.329 0.935 0.0 -0.5 0.7
C 0.971 -0.093 2.382 0.5 0.3 0.2
C 0.491 1.316 2.695 0.0 -0.1 0.6
H -5.712 1.300 1.621 -0.2 0.3 0.0
H -4.927 2.587 0.656 -0.1 0.1 0.0
H -3.949 1.353 1.515 0.0 0.1 0.1
H -4.992 -0.430 0.076 0.0 0.0 0.1
H -5.816 0.860 -0.801 -0.2 -0.4 0.0
H -4.059 1.404 -2.032 0.3 0.2 -0.1
H -2.964 1.460 -0.630 0.2 -0.2 0.0
H -3.605 -0.742 -2.560 0.6 0.2 0.1
H -3.254 -1.223 -0.862 0.7 0.3 0.0
H -1.730 -1.792 -3.392 0.2 0.0 -0.1
H -0.164 -1.025 -3.216 0.1 0.0 -0.2
H -2.726 0.231 -4.345 -0.1 -0.1 -0.1
H -1.352 -0.185 -5.328 0.2 -0.1 0.0
H -1.672 2.033 -3.214 0.1 -0.3 0.3
H -1.392 2.150 -4.937 -0.1 0.2 0.1
H 0.828 1.549 -4.901 0.2 0.0 0.0
H 0.797 0.824 -3.319 0.1 0.1 0.3
H 3.865 5.654 -2.769 0.0 0.2 0.2
H 4.019 4.496 -1.489 0.2 -0.2 -0.1
H 0.904 5.883 -2.353 -0.3 0.0 0.1
H -0.774 4.189 -3.266 0.1 0.5 0.0
H 1.503 -1.405 0.778 -0.1 0.0 -0.4
H 2.432 0.061 0.788 -0.1 0.3 -0.1
H 1.864 -0.266 2.993 0.1 -0.1 -0.1
H 0.259 -0.848 2.702 -0.4 0.2 -0.3
H -0.080 1.259 3.618 -0.2 0.1 0.0
H 1.324 1.989 2.912 0.1 0.0 -0.3
H -0.190 1.729 1.955 -0.1 -0.1 -0.1
C 2.207 -5.062 -0.565 -0.1 0.1 0.1
C 3.132 -6.250 -0.309 0.0 0.1 -0.2
C 2.475 -7.323 -1.166 -0.1 -0.3 0.2
O 1.871 -6.642 -2.281 0.1 0.0 0.0
C 1.852 -5.261 -2.037 0.2 0.0 0.0
H 2.659 -4.089 -0.364 0.0 0.0 0.0
H 1.310 -5.156 0.056 0.0 0.0 0.0
H 4.139 -6.033 -0.674 0.0 0.0 0.0
H 3.206 -6.530 0.740 -0.1 0.0 0.0
H 1.686 -7.846 -0.625 0.1 -0.1 0.1
H 3.182 -8.061 -1.533 -0.1 -0.1 -0.1
H 2.593 -4.779 -2.691 -0.1 0.2 0.0
H 0.858 -4.877 -2.294 -0.1 0.2 -0.1
O -2.046 -0.153 2.191 -0.1 0.2 -0.4
H -1.567 -0.590 1.489 0.1 -0.4 -0.3
O 0.653 -10.469 -2.379 0.3 1.5 -3.5
P 0.959 -10.786 -0.857 -0.6 -2.1 2.9
O -0.010 -9.997 0.022 -0.1 0.1 -0.5
O 2.373 -10.323 -0.600 -0.1 0.4 -1.1
O 0.821 -12.267 -0.587 -0.3 0.1 -0.3
Li -1.919 -4.281 -1.047 0.4 -0.5 0.2
Na -4.382 -2.732 -2.168 -0.8 0.0 0.1
C 2.357 4.572 3.694 -0.2 -0.3 -0.5
C 2.243 5.984 4.303 -0.3 -0.5 0.4
C 3.534 6.796 4.448 0.1 0.4 -0.1
F 4.403 6.202 5.283 0.0 -0.2 0.0
F 3.240 8.009 4.965 -0.1 0.0 -0.1
F 1.611 5.903 5.487 0.1 0.1 0.1
F 1.427 6.695 3.468 0.3 0.1 -0.2
O 2.375 3.475 4.591 0.3 0.5 0.5
C 3.562 3.033 5.138 -0.3 0.0 -0.8
C 3.552 3.129 6.665 -0.1 -0.1 0.4
F 3.400 4.408 7.053 0.0 0.1 -0.1
F 4.731 2.683 7.148 0.0 -0.1 -0.1
F 4.616 3.670 4.592 0.1 0.0 0.2
F 3.683 1.729 4.796 0.1 -0.1 0.2
H 1.435 4.428 3.128 -0.1 0.1 0.2
H 3.160 4.507 2.957 0.2 0.2 0.2
H 4.015 6.945 3.476 0.0 -0.1 0.0
H 2.738 2.533 7.083 0.0 -0.1 -0.1
Li 2.589 1.251 -1.263 -0.4 -0.1 -0.1
Mg -0.586 3.666 -0.683 -0.7 -0.4 1.9
B -8.520 0.150 -0.518 -0.2 0.1 0.0
F -9.877 -0.070 -0.299 0.0 0.0 -0.1
F -7.755 -0.847 0.129 0.3 -0.2 0.0
F -8.232 0.088 -1.910 0.2 0.0 -0.1
F -8.141 1.412 -0.023 0.1 0.0 -0.1
F -0.204 -11.083 -4.031 0.7 0.1 2.5
```
Positions in Å, forces in eV/Å.

Summary:
Relative energy (zero: lowest compared OMol25 entry of this formula, charge and spin), eV: 0.000
Spin multiplicity: 1
Orbital gap, eV: 1.51
Calculated total energy, eV: -123521.3515
E_LUMO, eV: -3.95
E_HOMO, eV: -5.4608
Total charge: 0